Record 1
ORCA calculation (wB97M-V/def2-TZVPD) on a structure of composition C14H26N6O6Ti.

Output
- ΔE to the lowest compared entry with this formula, charge and spin: 113.7 kcal/mol
- <S²>: 0.761
- Gap between HOMO and LUMO (alpha / beta): 5.093 / 5.048 eV

The geometry in ORCA input format:
```
! RIJCOSX wB97M-V def2-TZVPD def2/J DEFGRID3
* xyz 1 2
O 4.0330 -0.6645 -3.5286
H 3.6792 0.2041 -3.2422
Ti 0.4067 0.4267 -0.1934
N 0.6937 -1.4317 -0.9774
N -0.6009 0.6577 -1.9455
N 1.1362 0.1837 1.6899
N -0.4304 2.0236 0.7821
O 0.9121 -2.4818 -0.3120
O 1.9565 -0.9001 2.1524
O -1.1932 3.0432 0.1994
O -1.2838 1.6985 -2.2540
C -0.1934 -0.2732 -2.8294
C 0.4912 -1.4073 -2.3057
C 0.6945 1.0679 2.6049
C -0.1573 2.0768 2.1006
C 0.9804 -2.5808 -3.0741
H 2.0601 -2.6990 -2.8944
H 0.8417 -2.4879 -4.1529
H 0.4738 -3.5006 -2.7408
C -0.5074 -0.0148 -4.2559
H -0.0279 0.9221 -4.5826
H -1.5942 0.0976 -4.3979
H -0.1632 -0.8066 -4.9254
C 1.0462 0.9535 4.0330
C -0.7111 3.1431 2.9548
H 1.9330 0.3424 4.2454
H 0.2068 0.5359 4.6089
H 1.2398 1.9570 4.4263
H -1.5843 3.6601 2.5371
H 0.0583 3.9025 3.1586
H -1.0072 2.7182 3.9178
H 2.4277 -1.2406 1.3481
H -1.2314 2.8136 -0.7782
C 1.8918 1.6375 -0.8979
H 2.8812 1.7726 -1.3686
H 1.9877 1.9562 0.1581
H 1.1835 2.3136 -1.4209
O 4.6141 -1.8270 0.0083
H 4.7390 -1.8026 -0.9785
H 4.0695 -1.0397 0.1747
N -3.1327 0.3333 -0.7735
C -2.7705 -0.4658 0.2887
C -3.7872 -1.0950 1.0127
C -3.4880 -1.9761 2.0292
C -2.1543 -2.2112 2.3467
C -1.1778 -1.5521 1.6277
N -1.4844 -0.6593 0.6380
H -2.7616 0.1497 -1.6978
H -4.1108 0.5749 -0.8273
H -4.8020 -0.9147 0.7046
H -4.2776 -2.4803 2.5696
H -1.8681 -2.9000 3.1335
H -0.1372 -1.7531 1.9039
*
```


Record 2
ORCA calculation (wB97M-V/def2-TZVPD) on a structure of composition C14H26NO8Rb.

Output
- ΔE to the lowest compared entry with this formula, charge and spin: 4.3 kcal/mol
- Gap between HOMO and LUMO: 3.120 eV

The geometry in ORCA input format:
```
! RIJCOSX wB97M-V def2-TZVPD def2/J DEFGRID3
* xyz -2 1
Rb 8.2582 -11.2647 -3.2156
O 6.3579 -10.2453 -7.2781
C 7.3132 -10.0953 -6.2803
O 7.0370 -9.1337 -5.5071
O 8.3224 -10.8042 -6.1193
H 5.9019 -9.4424 -6.9220
O 9.6118 -15.6798 -2.7358
C 9.9270 -14.3367 -2.8247
O 9.8219 -13.7225 -3.8860
O 10.2530 -13.7948 -1.7305
H 9.6140 -15.7632 -1.7711
C 11.8352 -7.3023 -3.7200
C 12.4773 -8.2977 -2.7448
C 13.2154 -7.5239 -1.5977
C 12.2487 -6.8443 -0.6461
C 11.1627 -7.8055 -0.1397
C 10.4989 -8.6521 -1.2167
N 11.5720 -9.2731 -2.0786
O 11.0568 -10.1345 -3.0557
C 9.4483 -7.7918 -1.9381
C 9.8742 -9.7808 -0.3526
C 13.6260 -9.0807 -3.4345
H 10.8904 -7.6042 -4.1669
H 12.5058 -7.1902 -4.5813
H 11.7526 -6.2832 -3.3331
H 13.9266 -6.8162 -2.0347
H 13.7631 -8.2267 -0.9648
H 11.8002 -5.9449 -1.0775
H 12.8322 -6.5765 0.2422
H 10.4465 -7.1948 0.4227
H 11.6610 -8.3801 0.6473
H 9.9079 -6.8885 -2.3461
H 8.7048 -7.3176 -1.2901
H 9.0924 -8.3124 -2.8258
H 10.6240 -10.4996 -0.0229
H 9.0964 -10.4678 -0.7074
H 9.3242 -9.2973 0.4640
H 13.2075 -9.6669 -4.2545
H 14.2758 -9.6862 -2.8025
H 14.3434 -8.4283 -3.9527
C 3.7235 -13.5282 -3.1949
C 4.7312 -12.7301 -2.4515
O 5.5296 -11.9968 -2.9781
C 4.7458 -12.8434 -0.9183
H 4.0968 -14.4897 -3.5425
H 3.4215 -12.9538 -4.0748
H 2.7754 -13.6228 -2.6618
H 3.8010 -12.3684 -0.6267
H 5.5875 -12.3163 -0.4819
H 4.6182 -13.8566 -0.5352
*
```


Record 3
ORCA calculation (wB97M-V/def2-TZVPD) on a structure of composition C14H27AuO.

Output
- <S²>: 2.010
- Gap between HOMO and LUMO (alpha / beta): 6.750 / 4.892 eV

The geometry in ORCA input format:
```
! RIJCOSX wB97M-V def2-TZVPD def2/J DEFGRID3
* xyz 2 3
C 0.9782 3.4005 0.7568
H 1.0837 4.4814 0.9311
H 1.9491 3.0365 0.3744
H 0.7848 2.8834 1.7007
C -0.1225 3.2138 -0.2919
H -0.0926 2.2270 -0.7892
H -1.0860 3.2592 0.2427
C -0.1035 4.3500 -1.3232
H -1.1100 4.6206 -1.6697
H 0.3598 5.2534 -0.8935
H 0.4516 4.0762 -2.2267
C -0.7597 -2.0994 -0.9964
C -1.1086 -1.0615 -1.8815
C 0.0618 -0.5458 -2.4955
C 1.2031 -1.2131 -1.9705
C 0.6866 -2.2467 -0.9871
C 1.4709 -3.4407 -0.5270
C 2.4756 -1.2991 -2.7204
C 0.0492 0.3526 -3.6907
C -2.5240 -0.7315 -2.2917
C -1.7244 -2.8524 -0.1316
Au 1.6950 -0.9070 0.2864
H 3.2743 -1.5753 -2.0442
H 2.4524 -1.9876 -3.5745
H 2.7212 -0.3073 -3.0932
H 2.4701 -3.0439 -0.3035
H 1.0675 -3.7314 0.4469
H 1.5725 -4.3333 -1.1477
H -2.4995 -2.1541 0.2394
H -2.2249 -3.6948 -0.6510
H -1.1847 -3.2479 0.7411
H -2.5732 0.2422 -2.8003
H -2.8709 -1.4978 -3.0061
H -3.2092 -0.7451 -1.4275
H 0.9027 1.0301 -3.7080
H 0.0770 -0.2226 -4.6272
H -0.8601 0.9608 -3.7400
C -1.3683 0.0090 3.0913
O -2.2710 -0.2349 2.0126
H -0.7567 -0.9069 3.1991
H -1.8937 0.0962 4.0687
H -0.7427 0.9109 2.9242
H -3.1040 0.2317 2.2111
*
```


Record 4
ORCA calculation (wB97M-V/def2-TZVPD) on a cluster of 4 separate species, C14H27Br10IN in total.

Output
- Gap between HOMO and LUMO: 4.617 eV

The geometry in ORCA input format:
```
! RIJCOSX wB97M-V def2-TZVPD def2/J DEFGRID3
* xyz -1 1
C 3.1832 -2.1173 2.3424
C 2.8176 -3.5675 1.8521
I 4.5854 -4.6030 1.0660
C 1.5953 -3.5784 0.8301
N 0.3689 -4.1020 1.5139
C -0.2727 -3.0350 2.2878
Br -1.1584 -3.8705 3.8536
C -1.2041 -2.0371 1.5003
C -2.6765 -2.5081 1.3086
Br -1.0379 -0.2293 2.3184
H 2.8946 -1.3729 1.5685
H 2.5556 -1.9461 3.2488
H 4.2511 -1.9997 2.6038
H 2.4743 -4.1836 2.7088
H 1.8148 -4.2825 0.0079
H 1.4626 -2.5664 0.3760
H 0.5542 -2.4029 2.6983
H -0.7753 -1.9355 0.4923
H -2.8920 -2.5256 0.2116
H -2.8847 -3.5249 1.6849
H -3.3605 -1.7373 1.7276
Br 0.5942 -0.1067 -1.2905
C 0.2268 1.7829 -1.0050
C -0.8262 2.2846 -1.9562
Br -0.0969 2.5624 -3.7441
H 1.1737 2.3087 -1.0974
H -0.1233 1.8510 0.0228
H -1.1908 3.2625 -1.6452
H -1.6678 1.6046 -2.0596
Br -1.6348 6.8392 -0.7183
C -3.0130 6.4915 -2.0486
C -4.2566 5.9256 -1.4137
Br -4.0317 4.0447 -0.9656
H -2.5757 5.8326 -2.7948
H -3.2209 7.4600 -2.5017
H -5.0901 5.9525 -2.1144
H -4.5406 6.4384 -0.4985
Br 0.3813 -2.7437 -4.3604
C -0.5935 -4.2276 -3.5525
C -1.2988 -3.8003 -2.2886
Br -0.0479 -3.6329 -0.7657
H 0.1259 -5.0265 -3.3885
H -1.3098 -4.5407 -4.3144
H -2.0169 -4.5606 -1.9792
H -1.8096 -2.8427 -2.3910
Br 3.4177 1.5198 3.1017
C 3.4549 2.4774 1.4084
C 2.9034 3.8722 1.5582
Br 0.9592 3.8582 1.6610
H 2.9055 1.8732 0.6897
H 4.5053 2.5102 1.1222
H 3.1369 4.4740 0.6803
H 3.2645 4.3812 2.4478
*
```


Electronic energy per entry: -59265.72318, -33464.94708, -20674.58722, -724969.98474 eV